ORCA calculation (ωB97M-V/def2-TZVPD) on a molecular structure, C35H82BFN3O10PS in a non-equilibrium geometry.

**Calculated total energy**: -86087.0571 eV
**2S+1**: 1
**Total charge**: 0
**LUMO level**: -0.2 eV

The geometry in XYZ format:
```
134
Properties=species:S:1:pos:R:3:forces:R:3:mulliken_charge:R:1
C -4.391 -1.804 -0.509 -0.06 0.58 0.02 -1.58
C -3.723 -0.468 -0.137 -0.22 -0.85 0.88 0.39
C -2.614 -0.686 0.904 -0.01 -0.27 -0.28 -1.22
C -1.237 -0.931 0.300 0.14 0.28 -0.02 -0.17
N -0.810 0.055 -0.728 -0.18 -0.01 0.35 0.64
C 0.460 0.666 -0.449 0.53 0.25 -0.10 -1.38
C 0.530 2.083 -0.132 -0.07 -0.43 0.29 1.12
P -0.932 3.226 -0.144 0.31 0.92 -0.02 0.24
C -2.214 2.693 1.062 -0.41 -0.86 -0.71 -1.11
C -1.680 2.912 -1.795 0.42 0.04 0.18 0.67
C -2.739 3.961 -2.171 -0.20 -0.81 -0.21 -1.29
C 1.750 2.662 0.166 -0.40 0.55 0.14 -0.54
C 1.916 4.120 0.533 0.31 -0.35 -0.12 -2.48
C 1.838 5.066 -0.671 0.03 0.54 0.44 0.13
C 1.620 6.491 -0.166 0.04 -0.28 0.08 -0.41
F 2.434 7.407 -0.830 0.00 0.07 -0.16 -0.35
C 2.934 1.866 0.154 -0.10 -0.36 -0.28 0.84
N 4.190 2.235 0.431 -0.02 0.39 0.11 -0.65
S 5.111 0.942 0.260 -0.16 -0.27 -0.11 0.03
N 4.012 -0.159 -0.177 0.40 0.40 0.13 -0.62
C 2.845 0.495 -0.193 -0.48 -0.35 -0.01 1.01
C 1.592 -0.107 -0.500 0.17 -0.38 -0.23 -0.38
B 1.573 -1.639 -0.877 0.19 -0.03 -0.03 0.49
C 2.016 -2.817 0.065 -0.79 -0.24 -0.36 -0.77
O 1.134 -1.942 -2.153 -0.73 0.37 0.34 -0.63
H -3.775 -2.396 -1.181 -0.13 -0.13 -0.13 0.31
H -4.610 -2.392 0.381 0.11 -0.04 0.12 0.48
H -5.359 -1.578 -0.954 0.03 -0.27 -0.38 0.32
H -3.342 0.033 -1.023 -0.03 0.23 0.02 -0.35
H -4.503 0.128 0.335 0.04 0.37 -0.18 0.38
H -2.865 -1.593 1.460 0.01 -0.04 0.12 0.61
H -2.575 0.093 1.657 0.06 0.32 -0.14 0.41
H -0.502 -0.908 1.106 0.07 -0.20 0.06 0.23
H -1.224 -1.936 -0.132 0.07 -0.05 -0.05 0.33
H -0.711 -0.437 -1.606 -0.03 0.06 -0.10 0.54
H -2.803 3.550 1.379 0.22 0.20 0.15 0.58
H -1.814 2.153 1.912 0.23 0.23 0.19 0.23
H -2.908 2.021 0.553 -0.04 -0.06 0.04 0.07
H -2.029 1.886 -1.882 -0.19 0.01 0.08 -0.07
H -0.838 3.005 -2.483 -0.04 -0.09 -0.06 -0.27
H -3.194 4.436 -1.304 0.12 0.28 0.00 0.40
H -2.330 4.675 -2.880 0.00 0.35 0.24 0.21
H -3.549 3.457 -2.699 -0.10 0.05 -0.05 0.36
H 1.199 4.405 1.299 -0.26 -0.04 -0.08 0.57
H 2.905 4.224 0.983 0.01 0.10 0.02 0.74
H 1.012 4.801 -1.323 0.07 -0.20 -0.20 -0.02
H 2.781 5.053 -1.217 -0.02 -0.13 -0.14 0.36
H 1.871 6.548 0.892 0.06 0.15 0.07 0.26
H 0.586 6.801 -0.305 -0.07 0.08 0.02 0.28
H 1.525 -3.731 -0.288 0.04 -0.12 0.10 0.14
H 1.720 -2.706 1.106 0.29 0.13 0.13 0.26
H 3.082 -3.021 -0.023 0.16 0.22 0.17 0.34
H 0.681 -2.791 -2.153 0.50 -0.31 -0.27 0.28
C -0.520 -7.543 0.925 -0.19 -0.05 -0.08 -0.37
C 0.720 -6.913 0.325 0.08 -0.16 0.36 -0.20
O 1.411 -6.140 1.300 0.11 0.12 -0.16 -0.48
H -1.186 -6.776 1.322 0.00 0.04 -0.06 0.28
H -1.065 -8.132 0.184 0.01 0.00 0.00 0.36
H -0.242 -8.191 1.755 -0.01 0.00 -0.06 -0.27
H 0.461 -6.242 -0.494 0.07 0.07 0.03 0.26
H 1.391 -7.686 -0.065 -0.07 0.00 -0.14 0.22
H 1.645 -6.734 2.022 -0.14 0.00 0.06 0.27
C 1.824 1.121 4.640 0.08 -0.13 -0.02 -1.28
C 1.455 1.514 3.223 0.05 0.22 0.36 0.37
O 0.242 2.262 3.207 -0.08 -0.07 -0.21 -0.28
H 1.027 0.530 5.091 0.00 -0.02 -0.02 0.33
H 2.748 0.539 4.657 0.00 0.01 -0.02 0.42
H 1.956 2.008 5.261 0.05 0.00 0.00 0.26
H 1.300 0.632 2.600 -0.10 0.07 -0.08 -0.02
H 2.251 2.115 2.773 0.09 -0.12 -0.02 0.00
H 0.379 3.046 3.749 -0.03 -0.04 0.07 0.23
C 1.578 2.365 -6.164 0.02 0.05 0.03 -1.23
C 0.582 1.891 -5.122 -0.07 0.16 -0.20 0.14
O -0.250 2.959 -4.674 0.11 0.03 -0.06 -0.37
H 2.203 3.160 -5.758 0.03 -0.04 0.04 0.30
H 2.220 1.546 -6.493 -0.01 0.00 -0.02 0.37
H 1.059 2.771 -7.036 -0.01 -0.07 -0.03 0.35
H 1.101 1.504 -4.245 -0.08 0.02 0.06 0.02
H -0.048 1.093 -5.531 0.08 -0.10 0.04 0.24
H -0.725 3.300 -5.440 -0.14 -0.02 -0.02 0.23
C -1.054 1.730 8.766 0.01 -0.06 -0.06 -1.06
C 0.149 2.486 8.232 -0.29 0.14 -0.05 -0.24
O 0.027 2.738 6.834 0.11 -0.01 0.02 -0.40
H -1.172 0.784 8.239 0.05 -0.02 0.02 0.28
H -0.948 1.527 9.833 -0.02 0.02 0.00 0.35
H -1.970 2.305 8.613 0.01 0.04 0.07 0.33
H 1.058 1.903 8.368 0.04 0.03 -0.09 0.27
H 0.268 3.437 8.760 0.08 -0.06 0.10 0.26
H -0.768 3.264 6.699 -0.02 -0.03 -0.01 0.25
C -1.444 7.750 -6.113 -0.06 -0.15 -0.03 -0.97
C -2.442 6.663 -5.761 0.23 0.08 0.13 -0.36
O -1.839 5.370 -5.817 0.01 -0.14 -0.03 -0.46
H -1.038 7.588 -7.111 -0.04 0.03 -0.02 0.27
H -1.911 8.736 -6.079 0.02 0.01 0.03 0.32
H -0.603 7.744 -5.420 -0.03 0.09 0.04 0.36
H -3.273 6.655 -6.465 -0.01 -0.12 0.00 0.32
H -2.845 6.825 -4.755 -0.10 0.06 -0.05 0.26
H -1.108 5.366 -5.188 0.00 0.05 0.01 0.23
C 0.995 -10.940 4.523 -0.28 0.31 -0.11 -1.10
C 0.762 -9.999 3.357 0.36 -0.04 0.32 -0.21
O 1.064 -8.649 3.731 -0.09 0.08 -0.22 -0.53
H 0.370 -10.649 5.370 -0.07 -0.02 -0.05 0.27
H 0.763 -11.968 4.253 0.07 -0.04 0.02 0.34
H 2.029 -10.897 4.854 0.08 -0.09 -0.08 0.29
H -0.279 -10.025 3.039 0.00 0.16 0.00 0.33
H 1.390 -10.278 2.503 -0.11 -0.10 -0.04 0.24
H 1.987 -8.628 4.003 -0.02 -0.03 0.10 0.31
C 1.420 12.046 -6.212 0.02 -0.03 -0.07 -1.13
C 0.454 10.928 -5.865 0.28 0.00 0.19 -0.15
O 1.088 9.653 -5.919 -0.05 0.05 -0.11 -0.50
H 1.835 11.893 -7.209 -0.05 0.01 -0.02 0.30
H 0.924 13.017 -6.183 0.02 0.00 0.02 0.33
H 2.257 12.063 -5.510 -0.05 0.05 0.05 0.33
H -0.369 10.900 -6.578 0.00 -0.10 0.00 0.27
H 0.037 11.080 -4.864 -0.11 0.09 -0.05 0.27
H 1.811 9.658 -5.285 0.02 -0.03 -0.01 0.28
C 4.496 -13.294 7.205 0.00 0.07 -0.04 -1.05
C 3.014 -13.310 6.877 0.19 -0.20 -0.18 -0.21
O 2.778 -13.020 5.500 0.12 -0.14 0.19 -0.45
H 4.927 -12.322 6.964 -0.03 0.02 0.04 0.28
H 4.667 -13.502 8.262 0.01 -0.02 -0.01 0.33
H 5.030 -14.042 6.614 -0.01 -0.06 0.06 0.32
H 2.487 -12.551 7.453 -0.06 0.02 -0.08 0.27
H 2.580 -14.286 7.117 -0.03 0.04 0.13 0.28
H 3.229 -13.692 4.979 0.00 0.01 -0.01 0.24
C -4.517 -0.878 -5.237 -0.03 -0.06 -0.02 -1.25
C -4.366 -1.404 -3.822 0.33 0.04 -0.30 0.44
O -3.843 -2.732 -3.815 -0.15 -0.02 0.11 -0.54
H -5.178 -1.525 -5.814 -0.04 0.01 0.03 0.31
H -4.927 0.133 -5.238 0.03 0.01 -0.01 0.36
H -3.551 -0.860 -5.748 0.02 0.08 0.03 0.31
H -5.332 -1.434 -3.323 0.02 -0.13 0.06 0.27
H -3.701 -0.755 -3.241 -0.12 0.11 0.03 -0.20
H -2.984 -2.708 -4.246 0.00 -0.01 -0.03 0.31
```
Positions in Å, forces in eV/Å.